Computed, not measured: the molecule C20H21N3O6S, with ωB97M-V/def2-TZVPD.

Last column: Löwdin charge in e.
Element x y z (Å)
C: 3.60843 -1.73273 3.75789  -0.08
H: 4.68536 -1.66571 3.61343  0.09
H: 3.30429 -1.02800 4.53818  0.10
H: 3.34748 -2.75059 4.06320  0.10
O: 3.03832 -1.40379 2.51208  -0.07
C: 1.69207 -1.41752 2.38111  -0.26
C: 0.79857 -1.71626 3.40938  -0.01
C: -0.56457 -1.69012 3.16460  -0.06
C: -1.03207 -1.38118 1.90463  -0.28
C: -0.15530 -1.08646 0.87297  -0.04
C: 1.20212 -1.10442 1.10631  0.02
H: 1.90450 -0.88459 0.31718  0.09
H: -0.55118 -0.86010 -0.10376  0.11
S: -2.78826 -1.21167 1.63909  0.69
O: -3.51206 -1.89219 2.67141  -0.28
O: -3.10233 -1.51834 0.27828  -0.27
N: -3.01611 0.45135 1.89813  -0.21
C: -2.29321 1.28256 1.02881  -0.29
C: -1.32699 2.18305 1.47522  -0.01
C: -0.61354 2.94674 0.57477  0.01
C: -0.83847 2.82546 -0.79286  -0.27
C: -1.82048 1.95172 -1.24355  0.01
C: -2.54632 1.20102 -0.33768  -0.01
H: -3.29874 0.51530 -0.68782  0.11
H: -2.03412 1.84120 -2.29499  0.12
O: -0.02779 3.58826 -1.60183  -0.05
C: -0.17814 3.46772 -2.99414  -0.10
C: 0.18216 2.08447 -3.54786  -0.46
O: -0.22624 1.69037 -4.61373  0.09
N: 1.01227 1.38945 -2.72427  0.18
C: 1.44547 0.09635 -2.91328  -0.29
N: 2.18747 -0.48715 -1.99937  0.10
O: 2.45273 -1.73813 -2.45333  0.01
C: 1.86766 -1.91649 -3.64956  -0.31
C: 1.20542 -0.77680 -4.00475  0.06
H: 0.63573 -0.56626 -4.88272  0.11
C: 2.02745 -3.22490 -4.32621  0.00
H: 1.60671 -3.17529 -5.32545  0.09
H: 3.08162 -3.48929 -4.38475  0.09
H: 1.51712 -4.00255 -3.75957  0.09
H: 1.30850 1.82018 -1.85724  0.16
H: -1.19191 3.72381 -3.32523  0.14
H: 0.51508 4.19768 -3.42520  0.15
H: 0.13917 3.64028 0.91507  0.12
H: -1.11713 2.28959 2.52706  0.11
C: -3.07608 0.79821 3.29849  -0.09
H: -3.77661 0.10759 3.76173  0.08
H: -2.10640 0.70678 3.80204  0.09
H: -3.44578 1.81776 3.39988  0.10
H: -1.27507 -1.92727 3.94103  0.12
H: 1.14923 -1.96910 4.39721  0.10

## Properties
Structure (SMILES): COc1ccc(S(=O)(=O)N(C)c2ccc(OCC(=O)Nc3cc(C)on3)cc2)cc1
HOMO: -8.38 eV
Maximum force: 0.0251 hartree/bohr
Relative energy (zero: lowest compared OMol25 entry of this formula, charge and spin): 159.00 kJ/mol
Frontier orbital gap: 0.33185 Eh

Computed, not measured: the molecule C20H21N3OS, with ωB97M-V/def2-TZVPD.

Last column: Löwdin charge in e.
Element x y z (Å)
C: 3.92534 -3.86715 0.48118  -0.02
C: 2.53449 -3.99148 1.00426  -0.31
N: 1.92983 -2.86409 1.35466  0.11
C: 0.69278 -2.94862 1.80561  -0.67
N: -0.00844 -4.05657 1.99164  0.06
C: 0.59580 -5.18410 1.66044  -0.12
C: 1.88036 -5.21532 1.14005  -0.01
H: 2.35271 -6.14078 0.85521  0.11
H: 0.01783 -6.08603 1.81508  0.11
S: -0.13346 -1.46763 2.23354  1.01
C: 1.02065 -0.22935 1.52991  -0.34
C: 0.70638 -0.00077 0.06766  -0.45
O: 1.20297 -0.69940 -0.78684  0.09
N: -0.11697 1.05894 -0.24992  0.10
C: -1.00324 1.79369 0.54717  -0.12
C: -1.46753 1.60373 1.83967  -0.03
C: -2.38378 2.50931 2.34712  -0.08
C: -2.85399 3.57769 1.59166  -0.09
C: -2.43712 3.74918 0.28813  -0.02
C: -1.51825 2.85060 -0.23927  -0.11
C: -0.93849 2.72765 -1.54370  -0.11
C: -0.12141 1.64755 -1.52888  -0.12
C: 0.68207 1.18501 -2.69019  -0.12
H: 0.26447 0.25289 -3.07986  0.12
C: 0.68505 2.26924 -3.77178  -0.15
H: 1.36232 3.07134 -3.46906  0.12
H: 1.06596 1.84551 -4.70253  0.11
C: -0.70401 2.87319 -4.00653  -0.37
C: -1.72124 1.81434 -4.42552  -0.06
H: -1.34251 1.23136 -5.26206  0.08
H: -2.65200 2.28669 -4.73267  0.08
H: -1.93919 1.14134 -3.60094  0.08
C: -1.16453 3.59522 -2.73483  -0.11
H: -0.60681 4.52986 -2.61352  0.13
H: -2.22302 3.85545 -2.80991  0.12
H: -0.62175 3.60789 -4.81584  0.13
H: 1.70652 0.96074 -2.38609  0.12
H: -2.81911 4.55575 -0.31913  0.11
H: -3.56582 4.26376 2.02599  0.10
H: -2.74633 2.37152 3.35448  0.10
H: -1.17466 0.76713 2.45073  0.04
H: 0.95298 0.67409 2.12912  0.08
H: 2.00838 -0.68758 1.59454  0.08
H: 4.21541 -4.75839 -0.06806  0.08
H: 3.99161 -2.99293 -0.16177  0.08
H: 4.61550 -3.72479 1.31248  0.09

## Properties
Structure (SMILES): Cc1ccnc(SCC(=O)n2c3c(c4ccccc42)C[C@H](C)CC3)n1
HOMO: -7.96 eV
Maximum force: 0.0146 hartree/bohr
Relative energy (zero: lowest compared OMol25 entry of this formula, charge and spin): 0.00 kJ/mol
Frontier orbital gap: 0.32122 Eh

Computed, not measured: the molecule C20H21N5O2S, with ωB97M-V/def2-TZVPD.

Last column: Löwdin charge in e.
Element x y z (Å)
O: 3.02763 -1.27441 2.07693  0.06
C: 3.38740 -1.18908 0.92324  -0.55
N: 2.98908 -0.23481 0.04385  0.13
C: 1.92695 0.67375 0.17610  -0.23
C: 1.18127 0.81477 1.34223  -0.02
C: 0.11406 1.68624 1.38060  -0.02
C: -0.26200 2.44636 0.26561  -0.23
C: 0.50661 2.30041 -0.89457  -0.02
C: 1.58010 1.43458 -0.93529  -0.03
H: 2.13917 1.32758 -1.85402  0.11
H: 0.26989 2.85209 -1.79013  0.10
N: -1.30939 3.35200 0.37081  -0.10
C: -2.54603 2.95555 1.01667  -0.13
H: -2.36119 2.21540 1.79195  0.11
C: -3.51691 2.37580 -0.02358  -0.19
H: -4.48275 2.14591 0.42928  0.13
O: -3.77893 3.29764 -1.05677  -0.13
C: -2.58742 3.69097 -1.70508  -0.19
C: -1.59788 4.28826 -0.69618  -0.14
H: -0.67732 4.60420 -1.18399  0.12
H: -2.06274 5.16738 -0.23508  0.13
H: -2.87931 4.42877 -2.45396  0.13
H: -2.13399 2.82193 -2.20679  0.12
H: -3.08405 1.45320 -0.44525  0.13
H: -2.99522 3.84438 1.47221  0.13
H: -0.42387 1.79184 2.30978  0.11
H: 1.44135 0.24154 2.21606  0.10
H: 3.38898 -0.25928 -0.88687  0.12
C: 4.29027 -2.23487 0.28588  -0.33
H: 4.85846 -1.87803 -0.57079  0.08
H: 4.93846 -2.68901 1.03227  0.08
S: 3.18390 -3.58970 -0.26940  0.99
C: 2.17557 -2.64676 -1.33997  -0.64
N: 2.59432 -1.94302 -2.35721  0.01
N: 1.54174 -1.29304 -2.86908  0.03
C: 0.49839 -1.59464 -2.15681  -0.14
N: 0.82902 -2.45831 -1.15713  0.01
C: 0.01908 -2.92423 -0.10803  -0.21
C: 0.08655 -4.25184 0.29203  -0.04
C: -0.69232 -4.67867 1.35254  -0.07
C: -1.53391 -3.79205 2.00246  -0.08
C: -1.59928 -2.46969 1.59416  -0.07
C: -0.82326 -2.02788 0.53951  -0.01
H: -0.84403 -0.99237 0.23247  0.10
H: -2.24908 -1.77509 2.10440  0.11
H: -2.13678 -4.13000 2.83139  0.10
H: -0.63833 -5.70846 1.67027  0.11
H: 0.74237 -4.93697 -0.22321  0.10
H: -0.49465 -1.23839 -2.33352  0.13

## Properties
Structure (SMILES): O=C(CSc1nncn1-c1ccccc1)Nc1ccc(N2CCOCC2)cc1
HOMO: -7.44 eV
Maximum force: 0.0221 hartree/bohr
Relative energy (zero: lowest compared OMol25 entry of this formula, charge and spin): 182.85 kJ/mol
Frontier orbital gap: 0.29641 Eh

Computed, not measured: the molecule C20H21NO4, with ωB97M-V/def2-TZVPD.

Last column: Löwdin charge in e.
Element x y z (Å)
O: -1.27088 -2.40619 -0.51813  0.16
C: -0.94331 -1.63150 0.33374  -0.45
O: 0.18263 -1.73247 1.06396  0.00
C: 1.15239 -2.68172 0.63868  -0.05
H: 0.66059 -3.54182 0.17349  0.14
H: 1.69984 -3.00203 1.52869  0.14
C: 2.10909 -2.08363 -0.40033  -0.42
O: 2.38259 -2.69187 -1.41488  0.07
N: 2.59368 -0.85218 -0.13531  -0.03
C: 2.44339 -0.12751 1.11191  -0.10
H: 2.42074 -0.83745 1.94046  0.13
C: 3.64028 0.82311 1.28707  -0.18
O: 4.83277 0.20762 0.87649  -0.12
C: 4.86435 -0.04617 -0.51810  -0.16
H: 5.38379 0.77491 -1.03390  0.12
C: 3.45666 -0.21146 -1.10533  -0.11
H: 3.48717 -0.84095 -1.99516  0.13
H: 3.02604 0.76146 -1.36556  0.11
H: 5.44519 -0.96368 -0.63964  0.13
H: 3.47255 1.75869 0.73442  0.12
H: 3.77172 1.06430 2.34316  0.13
H: 1.51227 0.45048 1.11928  0.11
C: -1.67217 -0.36060 0.74170  -0.13
C: -3.12507 -0.37410 0.33346  -0.18
C: -4.11590 -0.31320 1.30412  -0.03
C: -5.45241 -0.32696 0.94644  -0.08
C: -5.81176 -0.40520 -0.38767  -0.09
C: -4.82843 -0.46744 -1.35998  -0.07
C: -3.49191 -0.44858 -1.00339  -0.02
H: -2.73357 -0.50019 -1.76757  0.11
H: -5.10289 -0.53134 -2.40248  0.10
H: -6.85461 -0.41902 -0.66803  0.10
H: -6.21335 -0.27940 1.71167  0.10
H: -3.84260 -0.25706 2.34889  0.11
C: -0.92870 0.80681 0.12211  -0.19
C: -0.84474 2.00951 0.81370  -0.03
C: -0.16674 3.08742 0.27278  -0.08
C: 0.43759 2.97644 -0.96815  -0.09
C: 0.35383 1.78393 -1.66604  -0.08
C: -0.32448 0.70454 -1.12590  -0.03
H: -0.36834 -0.22207 -1.67873  0.12
H: 0.81579 1.68998 -2.63805  0.11
H: 0.96869 3.81697 -1.38989  0.10
H: -0.10905 4.01522 0.82248  0.10
H: -1.31392 2.10125 1.78269  0.12
H: -1.59878 -0.27683 1.83084  0.15

## Properties
Structure (SMILES): O=C(OCC(=O)N1CCOCC1)C(c1ccccc1)c1ccccc1
HOMO: -9.17 eV
Maximum force: 0.0117 hartree/bohr
Relative energy (zero: lowest compared OMol25 entry of this formula, charge and spin): 202.61 kJ/mol
Frontier orbital gap: 0.35994 Eh

Computed, not measured: a structure of composition C20H22BCl33N4O4S, with ωB97M-V/def2-TZVPD.

Last column: Löwdin charge in e.
Element x y z (Å)
C: -1.16092 -1.32016 1.43065  -0.07
O: -1.58985 -1.83785 0.15247  0.04
B: -1.66481 -0.82005 -0.76235  -0.61
O: -2.87943 -0.28713 -1.14873  0.17
C: -0.33792 -0.21567 -1.39018  -0.02
C: -0.03080 1.18363 -1.20349  0.01
C: 1.10165 1.73625 -1.71091  -0.18
C: 1.44683 3.18278 -1.45317  -0.14
C: 2.55214 3.19221 -0.36724  -0.26
N: 1.89018 2.78621 0.90022  0.00
C: 2.01140 0.94087 -2.47176  -0.31
N: 3.15520 1.34253 -3.05091  -0.20
S: 3.72760 0.01008 -3.73997  1.02
N: 2.64695 -1.08865 -3.36570  -0.22
C: 1.70503 -0.43838 -2.65141  -0.28
C: 0.52671 -0.99568 -2.08984  -0.22
O: 0.24757 -2.34224 -2.29217  -0.05
N: 1.25004 -3.20416 -1.68250  -0.05
O: 1.51317 -2.89196 -0.60250  -0.06
H: -2.03095 -1.28898 2.08396  0.06
H: -0.38676 -1.98863 1.80015  0.10
H: -0.78045 -0.29576 1.35832  0.07
H: -2.88661 0.67575 -1.11924  0.11
H: -0.73508 1.77437 -0.63058  0.12
H: 0.57696 3.69908 -1.04622  0.11
H: 1.75758 3.69708 -2.36481  0.11
H: 3.26475 2.41002 -0.62639  0.10
H: 3.04164 4.16144 -0.28388  0.01
H: 1.94305 3.57989 1.52730  0.06
H: 2.39559 2.01973 1.32313  0.03
C: 0.33272 0.40555 5.02161  -1.50
Cl: -1.31372 0.05203 4.47485  0.54
Cl: 1.24453 1.07562 3.67046  0.56
Cl: 0.30577 1.48912 6.40574  0.52
H: 0.80730 -0.51776 5.32673  0.02
C: -2.99757 -0.35676 -4.51868  -1.54
Cl: -2.56360 -1.95113 -5.12478  0.54
Cl: -1.61984 0.75132 -4.59327  0.57
Cl: -4.36495 0.30667 -5.41638  0.53
H: -3.29033 -0.46372 -3.48169  -0.01
C: 2.50611 -3.85334 -6.41858  -1.56
Cl: 4.03612 -3.15358 -5.88820  0.52
Cl: 2.65847 -5.60837 -6.56714  0.51
Cl: 1.19335 -3.41655 -5.31200  0.52
H: 2.26963 -3.44818 -7.39397  0.00
C: -1.90989 -4.50309 -8.28065  -1.53
Cl: -0.21210 -4.89864 -8.00643  0.54
Cl: -2.24760 -4.39377 -10.01166  0.54
Cl: -2.95711 -5.69320 -7.51375  0.54
H: -2.10966 -3.53712 -7.83399  -0.01
C: -3.49409 2.55349 6.75674  -1.56
Cl: -2.55978 3.72245 5.82433  0.53
Cl: -3.36072 2.88598 8.48421  0.53
Cl: -5.18510 2.57598 6.24847  0.54
H: -3.09291 1.56605 6.56791  -0.06
C: -5.91582 -1.07897 6.04628  -1.55
Cl: -4.24686 -0.67569 5.62550  0.50
Cl: -6.87495 -1.34314 4.59315  0.54
Cl: -5.96719 -2.48835 7.10180  0.54
H: -6.33552 -0.23717 6.58199  -0.01
C: 4.97196 -4.90602 -0.57403  -1.51
Cl: 5.11397 -6.64639 -0.86545  0.52
Cl: 6.16376 -4.01803 -1.53295  0.51
Cl: 3.34361 -4.31564 -0.90434  0.70
H: 5.18732 -4.72837 0.47096  0.01
C: 0.93783 -6.59155 -11.30991  -1.57
Cl: 0.54621 -8.28292 -11.62031  0.53
Cl: 2.52061 -6.44519 -10.54387  0.51
Cl: 0.87411 -5.65247 -12.80231  0.52
H: 0.19690 -6.19213 -10.62868  -0.05
C: 5.56000 6.74472 0.49858  -1.54
Cl: 7.29894 6.56414 0.28379  0.53
Cl: 4.67736 5.80414 -0.70688  0.57
Cl: 5.07653 6.27072 2.12878  0.52
H: 5.30882 7.78803 0.36239  0.01
C: 0.32081 1.62216 10.62269  -1.55
Cl: 1.58532 0.81072 11.54441  0.53
Cl: 1.02393 2.74561 9.45491  0.51
Cl: -0.72046 0.44390 9.82323  0.51
H: -0.28570 2.19327 11.31278  0.01
C: -4.89882 6.62476 7.59906  -1.56
Cl: -3.95863 7.79068 6.66681  0.52
Cl: -4.76335 6.95431 9.32722  0.52
Cl: -6.58854 6.64251 7.09241  0.52
H: -4.49764 5.63667 7.40984  -0.04

## Properties
HOMO: -8.92 eV
Maximum force: 0.0534 hartree/bohr
Frontier orbital gap: 0.30075 Eh

Computed, not measured: a structure of composition C20H22Br2MnN10O3S, with ωB97M-V/def2-TZVPD.

Last column: Löwdin charge in e.
Element x y z (Å)
Mn: -0.45275 0.83525 0.42984  0.71
C: -0.39500 -4.71814 2.02117  -0.09
C: -1.21805 -3.95007 3.04727  -0.25
N: -0.74286 -2.59165 3.24100  -0.03
C: -0.98439 -1.57754 2.38377  -0.80
S: -0.18797 -0.08230 2.73367  0.62
N: -1.79386 -1.85268 1.37624  0.01
N: -2.00896 -0.80503 0.56331  -0.05
C: -2.75467 -0.98385 -0.46653  -0.27
C: -3.33769 -2.31298 -0.82941  -0.02
C: -3.03854 0.23592 -1.24826  -0.20
C: -3.88743 0.22120 -2.35786  -0.01
C: -4.17847 1.40500 -3.00820  -0.06
C: -3.62775 2.58656 -2.53521  -0.06
C: -2.78386 2.51239 -1.44076  -0.15
N: -2.48208 1.38195 -0.81587  0.07
H: -0.77715 -5.73424 1.90470  0.07
H: 0.65004 -4.78124 2.32971  0.07
H: -0.43358 -4.21823 1.05428  0.03
H: -1.18478 -4.44646 4.01846  0.11
H: -2.26147 -3.90547 2.73616  0.10
H: -0.07278 -2.40254 3.96451  0.10
H: -2.67564 -3.09215 -0.45778  0.07
H: -3.45278 -2.42969 -1.90581  0.07
H: -4.31328 -2.46256 -0.35976  0.09
H: -4.32635 -0.70444 -2.69811  0.10
H: -4.83921 1.40549 -3.86544  0.11
H: -3.84751 3.54198 -2.99029  0.10
H: -2.33006 3.41167 -1.04221  0.10
N: 0.15833 1.47522 -2.44031  0.06
N: 0.86832 2.66477 -2.38962  0.00
C: 0.73155 3.49570 -1.33169  -0.39
N: 1.33124 4.68555 -1.42753  0.20
N: 0.06122 3.01634 -0.29051  0.07
N: -0.19060 3.81655 0.78983  -0.43
O: -0.67452 3.21556 1.72862  0.04
O: 0.03797 5.02231 0.79337  0.04
H: 0.66005 0.65382 -2.10423  0.07
H: -0.26607 1.34725 -3.34558  0.10
H: 1.66490 2.80650 -2.99291  0.15
H: 1.68609 4.98818 -2.31674  0.12
H: 1.19808 5.34173 -0.67453  0.09
Br: 1.28422 -3.50061 -1.57703  0.76
C: 2.30889 -2.25357 -0.59142  -0.60
C: 3.60272 -2.61187 -0.18607  -0.18
C: 4.38550 -1.73734 0.51223  -0.64
Br: 6.12981 -2.26938 1.03143  0.75
C: 3.90233 -0.44536 0.84042  -0.19
C: 4.62745 0.53589 1.55082  -0.03
C: 4.05790 1.75286 1.80017  -0.04
C: 2.74982 1.99508 1.34430  -0.13
N: 2.04673 1.10594 0.69014  0.06
C: 2.59688 -0.10373 0.42904  -0.16
C: 1.75025 -1.01633 -0.30817  -0.43
O: 0.56708 -0.64812 -0.67071  -0.22
H: 3.97514 -3.59505 -0.43840  0.09
H: 5.62822 0.30849 1.89183  0.08
H: 4.58802 2.52001 2.34694  0.10
H: 2.27139 2.94744 1.55370  0.10

## Properties
Multiplicity: 6
HOMO (spin up / spin down): -7.18 / -7.25 eV
Maximum force: 0.0052 hartree/bohr
Relative energy (zero: lowest compared OMol25 entry of this formula, charge and spin): 60.79 kJ/mol
Frontier orbital gap (spin up / spin down): 0.25378 / 0.25676 Eh